Model w:
Entry from the OMol25 dataset: a molecular structure, C6H8HgLiO6 (the ωB97M-V functional and the def2-TZVPD basis).

The calculation puts the HOMO energy (spin up / spin down) at -7.1 / -7.1 eV. As for the LUMO energy (spin up / spin down): -0.62 / -0.62 eV. As for the charge: 0. The molar mass comes out at 383.65 g mol⁻¹. The calculation puts the orbital gap (spin up / spin down) at 6.46 / 6.49 eV. Its spin multiplicity is 2. Its expectation value of S² is 0.75.

```
22
Properties=species:S:1:pos:R:3:mulliken_charge:R:1
O -0.91 -0.63 2.79 -0.346
C 0.29 -0.88 2.19 0.315
C -1.84 -1.67 2.46 -0.308
O 0.38 -2.28 2.06 -0.326
C -0.93 -2.87 2.20 -0.289
H -2.40 -1.38 1.57 0.224
H -2.52 -1.81 3.31 0.275
H -1.18 -3.41 1.28 0.249
H -0.90 -3.57 3.04 0.245
O 0.29 -0.43 0.87 -0.232
Hg 1.53 -2.16 -0.02 -0.047
C 0.99 0.95 0.03 -0.586
C 0.72 1.09 -1.44 -0.275
O 0.77 2.50 -1.81 -0.260
C 0.58 2.83 -3.09 0.903
O 0.40 1.95 -3.96 -0.851
O 0.67 4.06 -3.37 -0.847
H 0.40 1.71 0.57 0.327
H 2.02 1.25 0.29 0.319
H -0.27 0.70 -1.72 0.308
H 1.48 0.58 -2.05 0.323
Li 0.41 3.46 -5.21 0.878
```

Model x:
Entry from the OMol25 dataset: a molecular structure, C6H8HgLiO6 (the ωB97M-V functional and the def2-TZVPD basis).

The calculation puts the HOMO energy (spin up / spin down) at -7.7 / -8.0 eV. As for the LUMO energy (spin up / spin down): 0.32 / -1.35 eV. As for the charge: 0. The molar mass comes out at 383.65 g mol⁻¹. The calculation puts the orbital gap (spin up / spin down) at 8.01 / 6.64 eV. Its spin multiplicity is 2. Its expectation value of S² is 0.75.

```
22
Properties=species:S:1:pos:R:3:mulliken_charge:R:1
O -0.15 1.52 1.01 -0.310
C 0.65 1.46 -0.14 1.065
C 0.58 2.05 2.11 -0.324
O 0.06 1.67 -1.22 -0.866
O 1.82 2.10 0.13 -0.388
C 1.96 2.35 1.53 -0.352
H 0.65 1.33 2.94 0.246
H 0.05 2.94 2.47 0.267
H 2.74 1.68 1.93 0.280
H 2.25 3.40 1.65 0.252
Hg -1.64 -0.42 1.01 0.676
O 0.53 -1.31 0.80 -0.580
O 0.42 -1.44 -1.44 -0.389
C -0.47 -2.57 -1.34 -0.309
C -1.89 -2.09 -1.67 -0.433
O -2.19 -0.90 -1.04 -0.981
C 0.80 -0.79 -0.28 -0.028
H -0.11 -3.33 -2.05 0.377
H -0.44 -2.98 -0.32 0.296
H -2.58 -2.92 -1.40 0.294
H -1.96 -2.00 -2.78 0.274
Li -1.07 0.29 -1.90 0.930
```

Tell me which of them is the least stable. Sure, it is model w.